# 1
Entry from OMol25: a 11-piece molecular cluster, C6H31N2O10 overall at a distorted geometry (wB97M-V/def2-TZVPD).

```
49
C6H31N2O10 (wB97M-V/def2-TZVPD)
C -3.7756 -1.1380 1.1927
C -2.3522 -0.6015 0.9706
C -1.4173 -1.6054 0.0453
C -0.1675 -1.8433 0.8124
C 0.3096 -2.8947 1.6163
N 1.5910 -2.4985 1.9188
C 1.8816 -1.2985 1.4375
N 0.8951 -0.9579 0.5764
H -4.1964 -1.3123 0.2124
H -4.4355 -0.4765 1.7515
H -3.5826 -2.1832 1.6591
H -1.9058 -0.5787 1.9696
H -2.4560 0.3008 0.4207
H -1.2488 -1.0165 -0.8681
H -2.1937 -2.3198 -0.0890
H -0.0584 -3.8487 1.9723
H 1.9904 -2.8910 2.7786
H 2.7631 -0.7481 1.6640
H 0.6702 -0.0378 0.1777
H 1.4392 -0.7683 -1.7037
H 0.5481 -1.6513 -2.5821
O 0.5528 -0.7917 -2.2004
H 0.2720 -0.1972 4.1957
H 1.6270 0.5096 3.9418
O 0.9311 0.0024 3.5078
H -0.9112 3.7591 -1.5211
H -0.8534 3.3125 -2.9230
O -1.4757 3.3929 -2.2445
H 2.0500 -3.4899 -2.3685
H 2.0577 -3.1762 -0.6982
O 2.0496 -2.9416 -1.5733
H -3.0989 2.4920 1.3401
H -2.1874 1.5064 2.1105
O -2.9115 2.1554 2.2259
H 2.4295 3.5190 -0.6223
H 3.4832 2.6047 -1.2588
O 2.5194 2.6191 -1.0582
H 1.0833 2.0036 -4.0756
H 0.3180 1.3742 -2.7818
O 0.7543 2.1134 -3.2079
H -2.9425 0.9492 -2.9703
H -3.1482 -0.4492 -2.3213
O -2.6238 0.3494 -2.3124
H -0.5227 1.9620 -0.6090
H 0.0628 2.7463 0.6846
O -0.0037 1.9564 0.1779
H 2.5439 1.4813 0.0542
H 3.7466 0.7421 0.8440
O 3.0016 0.5873 0.2410
```

Properties
* total charge: +2
* multiplicity: 2
* energy: -30160.7690 eV
* max |F|: 0.087 Eh/bohr
* <S²>: 0.761

# 2
Entry from OMol25: a 10-piece molecular cluster, C6H31NO10 overall at a distorted geometry (wB97M-V/def2-TZVPD).

```
48
C6H31NO10 (wB97M-V/def2-TZVPD)
C 0.4027 -0.1586 -2.0185
C -1.0007 0.4559 -1.6164
C -0.8959 1.9753 -1.2696
O -1.0357 2.2527 -0.0998
C 1.1685 -0.5521 -0.7999
N 2.0392 0.6525 -0.3451
C 2.4023 0.3785 1.0396
C 3.1985 1.4425 1.7624
H 0.1511 -1.0049 -2.7176
H 0.9850 0.4948 -2.6955
H -1.3941 -0.0574 -0.7575
H -1.7746 0.1386 -2.3127
H -0.5812 2.7821 -1.9444
H 1.9037 -1.2912 -1.0213
H 0.4499 -0.6476 0.0628
H 1.4142 1.4862 -0.4683
H 3.0582 -0.5529 1.0351
H 1.6510 -0.1496 1.6339
H 3.2516 2.2902 1.0890
H 4.2758 1.1228 2.0639
H 2.7058 2.0272 2.5872
H -2.0857 -0.2964 1.3934
H -2.7653 -1.2870 2.3876
O -2.8301 -0.9115 1.5044
H 2.9274 1.6156 -2.4699
H 3.2679 2.8652 -3.3702
O 2.7058 2.0981 -3.2776
H -0.4172 -4.3516 1.8657
H -1.3842 -3.3319 2.4931
O -0.6638 -3.4158 1.8514
H -3.2003 -2.5025 -1.2660
H -2.3262 -1.8562 -0.2259
O -2.7858 -1.6582 -1.0470
H -3.5040 1.4608 2.3612
H -4.3468 0.3530 1.8902
O -4.3821 1.0661 2.5360
H -3.3084 0.0094 3.9746
H -1.9726 0.3239 4.3596
O -2.5116 -0.4923 4.2138
H -0.5758 0.9706 1.6788
H -1.4811 2.2192 1.8805
O -1.2870 1.3020 2.2274
H 1.6249 -2.6072 -4.6907
H 2.6391 -2.8740 -3.5422
O 1.7090 -2.9255 -3.7801
H 3.7193 0.1727 -1.2009
H 4.9790 -0.6202 -1.5161
O 4.2917 -0.1109 -1.9477
```

Properties
* energy: -28688.3015 eV
* max |F|: 0.059 Eh/bohr

# 3
Entry from OMol25: C6H32NO11 as an isolated structure at a distorted geometry (wB97M-V/def2-TZVPD).

```
50
C6H32NO11 (wB97M-V/def2-TZVPD)
C 2.7971 -0.5616 0.7141
O 3.1921 -1.7571 1.3431
C 1.4535 -0.0301 1.2065
C 0.6759 0.6025 0.0228
C -0.4662 1.4961 0.4458
C -1.7225 1.2567 0.0999
C -3.0234 1.9211 0.4260
N 1.6074 0.8408 2.3501
H 3.5807 0.1790 0.8882
H 2.7009 -0.7835 -0.3547
H 0.9131 -0.9691 1.3488
H 0.0765 -0.2221 -0.3841
H 1.3589 0.9385 -0.7579
H -0.1486 2.3995 0.9690
H -1.8936 0.3026 -0.4036
H -2.9795 2.9271 0.8469
H -3.5143 1.2444 1.1259
H -3.6166 1.9510 -0.4907
H 1.8878 0.2651 3.1296
H 0.7215 1.2839 2.5929
H -0.5041 2.3053 -3.4713
H 0.0484 3.2113 -2.2946
O -0.6665 3.0611 -2.9138
H 0.0647 -2.7723 -1.8861
H -1.2693 -2.7909 -1.1707
O -0.8488 -3.0566 -2.0083
H -0.8446 0.6117 5.0447
H -0.7280 -0.8060 4.5029
O -0.4601 -0.2415 5.2637
H -1.6542 -2.4677 3.3791
H -1.1012 -1.6738 2.1977
O -1.5435 -1.5518 3.1000
H 1.0621 0.2757 -3.7287
H 0.9151 0.1834 -2.3056
O 0.9985 0.8724 -2.9703
H -0.8556 -1.7648 -3.4616
H -1.3724 -0.2604 -3.7995
O -0.6853 -0.9375 -3.9672
H 3.2555 2.3810 -0.5164
H 2.3666 2.7816 0.6554
O 3.0810 3.0928 0.0980
H 2.5994 -2.4624 1.0311
H 0.9265 -4.0197 -0.0285
O 1.1045 -3.0675 0.1229
H -1.3887 1.6043 -1.9807
H -1.3033 1.7916 -3.4523
O -1.8382 1.3589 -2.7991
H -1.7174 -3.4594 0.9387
H -0.0030 -2.8581 0.5284
O -1.2388 -2.6253 0.7730
```

Properties
* total charge: -1
* energy: -30752.7067 eV
* max |F|: 0.113 Eh/bohr

# 4
Entry from OMol25: a 16-piece molecular cluster, C6H32O19 overall at a distorted geometry (wB97M-V/def2-TZVPD).

```
57
C6H32O19 (wB97M-V/def2-TZVPD)
C 0.0866 0.2795 1.5133
C -0.2640 -1.0092 1.0923
C -0.5321 -1.2318 -0.3851
O -0.9721 -2.3115 -0.7914
C -0.3358 -0.1621 -1.2864
C 0.1293 1.0883 -0.9033
C 0.3680 1.3199 0.6054
O 0.6935 2.4732 0.9410
O 0.3366 2.0514 -1.6638
O -0.5515 -1.9109 1.9053
H 0.1180 0.5158 2.5708
H -0.5240 -0.3773 -2.3320
O 4.0425 2.3477 0.8222
H 3.2090 2.6468 0.4320
H 3.9734 1.3888 0.8286
O 0.2659 4.0727 -3.5901
H 0.4338 3.3840 -4.2389
H 0.2015 3.5726 -2.7533
O -3.0434 0.3474 2.5299
H -3.2673 -0.3619 3.1398
H -2.0961 0.2181 2.3692
O -0.9475 -5.0037 1.5479
H -0.9627 -4.0535 1.7600
H -0.4158 -5.0245 0.7407
O -1.7979 4.3327 -0.3056
H -2.6384 3.8634 -0.3450
H -1.1373 3.6295 -0.2268
O 2.7714 -1.0844 3.0597
H 1.9293 -0.9181 2.6139
H 2.5542 -1.7192 3.7489
O -3.3989 1.0276 -0.8553
H -3.5199 0.4522 -0.0892
H -2.4380 1.1200 -0.9254
O -2.9885 -4.3287 -0.5980
H -2.5289 -3.5634 -0.9829
H -2.5771 -4.3828 0.2821
O -0.8419 3.0097 3.2492
H -0.2628 2.6618 2.5359
H -1.7354 2.7813 2.9721
O 0.8379 -3.4615 3.8049
H 0.7909 -2.8889 4.5767
H 0.5560 -2.8855 3.0652
O 2.6337 4.4571 1.0093
H 3.1017 3.9728 1.6970
H 1.7336 4.0827 1.0371
O 1.1208 -2.7544 -2.9749
H 0.6225 -2.0671 -2.5098
H 1.2283 -3.4289 -2.2913
O -1.4509 0.6358 -5.6607
H -0.5620 0.4192 -5.9586
H -1.5704 0.0930 -4.8730
O 3.1182 2.3185 -2.0655
H 3.0419 3.2785 -2.0818
H 2.2107 2.0146 -2.2323
O 0.6484 -4.8561 -0.8848
H -0.1026 -4.3812 -1.2835
H 0.7056 -5.6901 -1.3618
```

Properties
* total charge: -2
* energy: -45648.1135 eV
* max |F|: 0.024 Eh/bohr

# 5
Entry from OMol25: a 11-piece molecular cluster, C6H33NO11 overall at a distorted geometry (wB97M-V/def2-TZVPD).

```
51
C6H33NO11 (wB97M-V/def2-TZVPD)
C -1.2048 1.0399 -0.4060
C -1.8476 2.3751 -0.0315
C -2.4598 2.3575 1.3880
C -0.8287 3.5192 -0.1682
C -1.1686 0.7187 -1.8839
N -1.6804 -0.4931 -2.2700
C -1.6716 -1.6752 -1.4245
O -0.7639 1.5529 -2.6680
H -1.5711 0.2236 0.2084
H -0.1956 0.9633 -0.0001
H -2.5365 2.6401 -0.8295
H -2.2088 3.2938 1.8756
H -3.5066 2.0800 1.3435
H -1.9265 1.5531 1.8993
H -1.3320 4.4531 0.0665
H 0.0702 3.4747 0.4488
H -0.4904 3.5616 -1.1739
H -1.3121 -0.7297 -3.1769
H -2.4990 -1.6276 -0.7224
H -1.6181 -2.6739 -1.8367
H -0.7942 -1.7496 -0.7703
H 0.0829 -3.1501 3.4028
H 0.5175 -2.1170 2.2708
O -0.1700 -2.7545 2.5690
H 2.2546 -0.5323 1.9886
H 2.7732 -2.0348 2.1692
O 2.1209 -1.3921 2.4532
H 2.7377 0.2836 0.0825
H 2.3233 1.6240 0.6474
O 2.2519 0.6656 0.8324
H -2.4102 -1.6403 3.2897
H -2.0272 -1.5083 1.8600
O -2.7243 -1.2463 2.4700
H 3.8491 2.7918 0.1555
H 2.7274 3.5005 -0.5577
O 3.0312 3.2814 0.3324
H 2.3864 -2.8302 -0.2483
H 3.8106 -3.3350 0.2746
O 3.2854 -2.5807 0.0071
H 0.6621 -4.6211 -0.1318
H 0.1904 -3.4287 0.9017
O 0.4785 -3.6950 0.0106
H 4.1043 0.1661 -1.9553
H 4.5875 -0.2542 -0.5717
O 4.3434 0.5228 -1.0911
H -4.0562 -0.9779 -1.6452
H -4.9516 -0.3405 -0.5961
O -4.9595 -0.9901 -1.3069
H 1.6352 1.1889 -2.9936
H 0.9779 0.1961 -1.9495
O 1.7135 0.3506 -2.5387
```

Properties
* energy: -30770.8248 eV
* max |F|: 0.048 Eh/bohr

# 6
Entry from OMol25: a 11-piece molecular cluster, C6H34O10 overall at a distorted geometry (wB97M-V/def2-TZVPD).

```
50
C6H34O10 (wB97M-V/def2-TZVPD)
C -2.9413 2.3577 -0.3622
C -2.2327 1.2397 -1.1096
C -1.6100 0.1255 -0.2807
C -0.2119 0.4564 0.3643
C -0.4419 0.9049 1.8222
C 0.5971 -0.8235 0.3323
H -3.7931 2.7567 -0.9031
H -3.2380 1.9799 0.6180
H -2.2690 3.1941 -0.1471
H -1.4735 1.5806 -1.8267
H -2.8865 0.7468 -1.8410
H -1.4937 -0.7940 -0.8545
H -2.3964 -0.1417 0.4333
H 0.1104 1.2971 -0.2479
H -1.4130 1.4225 1.8497
H 0.2115 1.7033 2.1561
H -0.6040 0.0401 2.4602
H 0.4361 -1.3894 -0.5848
H 1.6845 -0.6783 0.2876
H 0.3833 -1.4923 1.1599
H 0.8671 0.1532 -3.5743
H 1.0929 -0.9237 -2.5462
O 0.7261 -0.0242 -2.6368
H 0.6641 -4.0578 0.9607
H -0.3507 -4.0430 2.1454
O 0.5674 -4.2095 1.9077
H -1.1734 -4.6597 -0.3019
H -0.9491 -3.1361 -0.4421
O -0.8218 -3.9858 -0.8887
H -1.8905 -1.5079 1.1410
H -2.6525 -2.6728 1.8335
O -2.2191 -2.4126 1.0148
H -1.1970 3.7385 -2.0872
H 0.2510 4.0258 -2.4155
O -0.6349 4.0679 -2.7979
H 2.2827 -2.3561 -1.8616
H 1.3034 -3.4355 -2.4362
O 1.8014 -2.6369 -2.6465
H 2.8694 -1.8519 3.2757
H 1.6219 -2.4510 2.6491
O 1.9416 -1.6491 3.0886
H 1.3290 4.6060 0.1773
H 1.7162 3.1481 -0.3984
O 1.4919 4.0695 -0.5999
H 2.2084 0.1443 3.3542
H 2.5109 1.1843 2.2463
O 2.4331 1.0751 3.2042
H 1.9915 1.2637 -1.6724
H 3.0472 2.3840 -1.7959
O 2.7540 1.6669 -1.2229
```

Properties
* energy: -27248.8583 eV
* max |F|: 0.044 Eh/bohr

# 7
Entry from OMol25: a 12-piece molecular cluster, C6H36NO12 overall at a distorted geometry (wB97M-V/def2-TZVPD).

```
55
C6H36NO12 (wB97M-V/def2-TZVPD)
C -1.5039 -0.1797 -0.6625
O -1.0312 -0.6747 -1.9501
C -0.4305 -0.6440 0.2735
C -0.8830 -0.9818 1.6565
C -1.2801 0.3046 2.3470
C -0.5644 2.6851 2.0379
C -0.2963 1.4275 2.4739
N 0.1683 -2.0211 -0.0476
H -1.4244 0.8656 -0.7758
H -2.5816 -0.6199 -0.4299
H -1.8063 -1.0717 -2.4809
H 0.4830 0.1312 0.1119
H -0.2992 -1.5106 2.4370
H -1.7630 -1.7241 1.6283
H -1.8509 0.2170 3.3318
H -2.1489 0.6209 1.7693
H 0.0209 3.5755 2.0354
H -1.3946 2.9513 1.5253
H 0.6419 1.1233 2.8815
H 0.4771 -2.0753 -0.9941
H -0.6391 -2.8804 -0.0470
H 0.9732 -2.1796 0.5495
H -1.4936 3.4342 -1.2245
H -3.1274 3.3333 -1.0979
O -2.2871 3.8445 -0.9577
H 2.8455 1.3923 1.9677
H 2.4006 0.1025 2.5416
O 2.8915 0.5200 1.9232
H -1.3796 -4.1415 -1.9060
H -0.4061 -3.3761 -2.7858
O -0.7563 -3.4325 -1.9029
H 2.2957 -3.7984 1.8698
H 1.6588 -4.9931 1.0719
O 1.8199 -4.0932 1.2373
H 3.3319 -1.4504 0.0373
H 3.7746 -0.5001 -1.1741
O 3.0877 -1.1165 -0.8844
H 1.3539 3.1536 -0.8980
H 0.3377 3.9985 -0.3601
O 0.8837 3.3290 -0.0903
H -1.5297 -5.0781 1.3371
H -0.1692 -4.3854 1.4754
O -1.1282 -4.1814 1.2970
H -0.7965 3.6379 -3.5461
H -0.1084 2.4662 -2.6717
O -0.5096 3.3428 -2.6528
H -4.4529 -0.0714 -2.0611
H -4.7627 -1.5606 -1.6063
O -4.0907 -0.9495 -1.8911
H 2.7306 3.4490 1.8260
H 3.9690 2.7506 2.3480
O 3.4727 3.5339 2.1168
H 2.6104 1.0659 -2.9008
H 2.5384 1.0224 -4.4011
O 2.1284 1.4127 -3.7075
```

Properties
* total charge: +1
* energy: -32854.9548 eV
* max |F|: 0.296 Eh/bohr

# 8
Entry from OMol25: a 12-piece molecular cluster, C6H36O11S2 overall at a distorted geometry (wB97M-V/def2-TZVPD).

```
55
C6H36O11S2 (wB97M-V/def2-TZVPD)
C -1.0634 2.9449 -2.2516
C -0.2042 3.7223 -1.2215
C -0.7618 1.4523 -2.2302
S -2.1989 0.3921 -1.7742
S -1.3439 -1.2978 -1.0282
C -0.1935 -0.8240 0.3878
C -0.7215 -1.0377 1.7965
C -2.2259 -0.9203 2.0365
H -0.8402 3.3370 -3.2627
H -2.0960 3.2963 -2.3510
H -0.8638 3.7274 -0.3602
H -0.0164 4.7330 -1.5863
H 0.7712 3.2691 -1.0900
H 0.0777 1.2949 -1.5610
H -0.3337 1.0417 -3.1466
H -0.0284 0.2095 0.1363
H 0.6209 -1.5239 0.2211
H -0.5750 -2.0927 2.0499
H -0.2785 -0.3343 2.4992
H -2.5010 -0.6708 3.0718
H -2.9251 -1.7437 1.8953
H -2.7669 -0.1569 1.4599
H 2.2508 0.3577 2.5935
H 2.4263 -1.1456 2.1865
O 2.8173 -0.4159 2.6833
H -4.0015 2.8490 -0.2446
H -4.1108 1.3234 -0.1408
O -3.8862 2.1165 0.3612
H 1.4353 -2.8621 -3.5568
H 1.7620 -1.4431 -3.0474
O 1.4344 -2.3082 -2.7628
H 3.6392 -0.6898 1.0050
H 3.8460 -1.9519 -0.0047
O 4.1813 -1.1047 0.3285
H -2.2152 -4.2222 -1.2909
H -2.2102 -3.8591 -2.7808
O -2.7738 -3.8724 -1.9998
H -0.7818 -3.8864 0.3977
H 0.2800 -4.6412 -0.3801
O -0.4394 -4.7801 0.2590
H 0.4314 0.3407 4.1509
H 0.3885 1.5640 3.1303
O 0.2289 1.2708 4.0340
H -2.1654 2.7492 1.3840
H -1.7022 1.4866 2.1434
O -1.3869 2.2828 1.7067
H 2.4149 1.7280 1.1262
H 1.0331 2.3652 1.0351
O 1.4731 1.5031 1.0748
H 3.4785 2.2437 -2.2834
H 3.2065 1.5749 -0.9429
O 2.7627 1.9423 -1.7156
H 2.3380 -3.7705 -0.2359
H 1.9750 -2.7192 -1.4006
O 2.3385 -2.8438 -0.5038
```

Properties
* total charge: -1
* multiplicity: 2
* energy: -50998.1646 eV
* max |F|: 0.048 Eh/bohr
* <S²>: 0.750

# 9
Entry from OMol25: a 14-piece molecular cluster, C6H36O13 overall at a distorted geometry (wB97M-V/def2-TZVPD).

```
55
C6H36O13 (wB97M-V/def2-TZVPD)
C -0.1048 -0.8690 2.3716
C 1.1997 -0.6804 2.2236
C -2.4462 -0.3825 1.9407
C -1.1646 -0.2228 1.5536
C -0.8183 0.9994 0.6898
C -3.6058 0.2060 1.1999
H -0.5493 -1.4057 3.1853
H 1.6333 -0.0622 1.4492
H 1.9510 -1.1784 2.8235
H -2.6609 -0.9990 2.8077
H -1.3269 1.9385 0.8671
H -1.0480 0.6408 -0.3258
H 0.2495 1.1978 0.6736
H -3.9850 -0.6574 0.6380
H -3.3486 0.9808 0.4880
H -4.4627 0.4948 1.8028
H -0.0298 -3.5501 3.1051
H -1.2250 -4.2023 2.1469
O -0.9582 -3.6889 2.9189
H 2.2441 3.7649 -0.9008
H 1.0871 2.6660 -0.5490
O 1.3823 3.5786 -0.5042
H 1.8660 0.9631 -2.8593
H 2.3622 0.0602 -1.5505
O 1.6276 0.5646 -1.9956
H -1.1733 -0.1778 -3.3498
H -1.7181 1.1312 -2.6845
O -1.5949 0.6862 -3.5252
H 3.8492 2.0785 -0.3918
H 2.9470 1.9618 -1.5453
O 3.7751 2.4154 -1.2917
H 3.1120 -2.1299 -0.4963
H 4.5349 -1.2786 -0.6720
O 3.5738 -1.2629 -0.5680
H -0.3991 -2.1016 -1.3062
H -0.8999 -1.9064 0.1965
O -0.6404 -2.5474 -0.4758
H 0.5620 -1.9351 -3.4828
H 0.6559 -0.6075 -2.5295
O 0.0986 -1.3728 -2.8424
H -1.3578 4.4314 0.2889
H -0.0496 4.9452 0.8334
O -0.8152 4.4210 1.0824
H 0.7873 2.8242 -3.5754
H 0.0239 1.5543 -4.1089
O 0.8875 1.9959 -4.0725
H -0.0195 3.1614 2.9719
H -0.2401 1.6978 2.6476
O -0.1378 2.3029 3.3954
H 1.2079 -2.9345 -1.1467
H 1.7139 -3.8849 -0.1248
O 1.9954 -3.4776 -0.9604
H -2.4678 -3.5902 0.5045
H -2.9498 -2.9187 1.8221
O -3.1302 -3.6381 1.2070
```

Properties
* energy: -33423.2497 eV
* max |F|: 0.051 Eh/bohr